1.
This record from the OMol25 dataset describes a 5-piece molecular cluster, C22H41NO8 overall at a distorted geometry. The level of theory is ωB97M-V/def2-TZVPD.

Values from the calculation:
* SMILES: [H]/N=C(/C)C[C@H]1C(=O)OC[C@H]1OC[C@@H](C)O.CC(C)=O.CC(C)=O.CC(C)=O.CC(C)=O
* total charge: 0

Each line ends with the Löwdin charge.
Atoms and positions in Å:
H  1.23551  -3.45306  -1.30672  0.03
N  0.32519  -3.70346  -0.91613  0.13
C  0.02797  -2.83082  -0.03167  -0.38
C  -1.28251  -2.97701  0.69029  -0.05
C  0.98856  -1.66754  0.22395  -0.06
C  0.76353  -0.81504  1.48121  -0.14
C  1.97589  -0.97017  2.39307  -0.43
O  2.10081  -1.57200  3.43646  0.13
O  2.99455  -0.23226  1.85073  0.02
C  2.44137  0.75186  0.95325  -0.08
C  0.92729  0.68397  1.19085  -0.27
O  0.23061  1.12236  0.04969  -0.08
C  -0.77136  2.07574  0.31817  -0.15
C  -1.99141  1.52739  1.07325  -0.41
C  -3.26156  2.32087  0.73822  -0.03
O  -2.18227  0.14688  0.85169  -0.03
H  -2.07344  -2.53315  0.09402  0.08
H  -1.50242  -4.03986  0.74894  0.08
H  -1.29132  -2.58733  1.69588  0.05
H  0.98660  -1.05943  -0.67755  0.13
H  1.97812  -2.11766  0.29280  0.11
H  -0.10372  -1.05337  2.08084  0.13
H  2.91409  1.69935  1.17214  0.12
H  2.67169  0.46581  -0.06973  0.12
H  0.70848  1.30217  2.06345  0.17
H  -1.08152  2.49478  -0.63801  0.12
H  -0.34877  2.90360  0.89649  0.13
H  -1.80753  1.62264  2.14405  0.14
H  -3.41802  3.16622  1.40275  0.08
H  -4.10495  1.64665  0.85963  0.08
H  -3.22037  2.65110  -0.29744  0.06
H  -2.41768  0.00233  -0.06745  0.11
C  -5.70873  -2.07833  3.60018  -0.02
C  -4.26136  -1.97221  3.18039  -0.49
C  -3.44327  -0.87876  3.82600  -0.02
O  -3.77993  -2.72060  2.36630  0.08
H  -6.18264  -2.89754  3.06500  0.08
H  -5.77421  -2.26451  4.67331  0.08
H  -6.23365  -1.14905  3.37262  0.08
H  -3.41918  -1.01779  4.90833  0.09
H  -3.88315  0.09534  3.60463  0.08
H  -2.42904  -0.90683  3.43501  0.07
C  5.03684  -5.77370  -0.52685  -0.02
C  4.57308  -4.45901  0.05097  -0.49
C  5.47101  -3.80082  1.06974  -0.01
O  3.52733  -3.95613  -0.28410  0.07
H  4.30137  -6.13699  -1.24050  0.08
H  5.99523  -5.64258  -1.03175  0.08
H  5.15756  -6.50896  0.26989  0.09
H  6.44668  -3.59187  0.62766  0.08
H  5.60847  -4.46036  1.92779  0.09
H  5.02141  -2.86852  1.40528  0.08
C  -4.28979  5.28618  -2.95376  -0.02
C  -4.60291  3.86665  -3.36271  -0.51
C  -4.65915  3.58132  -4.84386  -0.02
O  -4.79916  3.00133  -2.54334  0.06
H  -4.27940  5.35835  -1.86876  0.08
H  -3.31418  5.58123  -3.34325  0.08
H  -5.04542  5.96526  -3.35122  0.09
H  -3.69762  3.81068  -5.30568  0.08
H  -5.42896  4.19503  -5.31396  0.08
H  -4.89155  2.53135  -5.00323  0.08
C  3.57042  1.98107  -3.00730  -0.02
C  4.44471  2.57114  -1.92720  -0.50
C  5.85485  2.94329  -2.31519  -0.02
O  4.03169  2.73349  -0.80383  0.07
H  2.58699  1.75794  -2.59829  0.08
H  3.46480  2.68869  -3.83109  0.08
H  4.01742  1.06205  -3.38974  0.09
H  5.83865  3.68898  -3.11144  0.08
H  6.38949  2.06149  -2.67137  0.09
H  6.37388  3.35215  -1.45180  0.08

Cartesian forces, eV/Å:
0.0 -0.3 -0.1
0.0 0.5 0.4
0.1 -0.4 -0.3
0.4 -0.5 -0.2
-0.4 -0.5 0.3
0.5 0.4 0.9
0.3 -0.4 0.8
-0.1 0.5 -1.4
-0.2 0.0 0.5
0.1 -0.4 -0.1
0.5 -0.3 -0.5
0.0 0.3 0.1
0.0 0.2 0.1
-0.3 0.3 0.2
0.4 -0.3 0.0
0.1 -0.1 0.2
-0.2 0.3 0.1
-0.1 -0.1 0.0
-0.1 0.3 0.1
-0.1 0.2 0.0
0.1 -0.1 -0.2
-0.3 0.0 -0.3
-0.1 0.2 0.0
0.0 0.1 -0.1
-0.3 -0.1 0.1
0.0 -0.2 -0.2
0.0 0.1 0.0
0.1 -0.2 0.1
0.1 0.2 -0.1
-0.2 0.0 0.0
-0.3 0.1 -0.1
0.0 -0.1 -0.2
0.0 -0.1 -0.1
0.0 0.1 0.0
0.1 -0.1 -0.1
-0.1 -0.1 0.0
0.0 0.0 0.0
0.0 0.1 0.0
0.0 0.0 0.1
-0.1 0.1 0.0
0.0 0.0 0.1
0.0 0.0 0.0
-0.2 0.0 -0.1
0.1 0.0 0.1
-0.2 0.1 0.0
-0.1 0.1 -0.1
0.0 0.0 0.0
0.1 0.0 0.1
0.1 0.0 0.0
0.1 -0.1 0.0
0.1 0.0 0.0
0.0 0.0 0.0
0.0 -0.1 0.2
0.0 0.0 0.0
0.0 -0.2 0.1
0.0 -0.1 0.1
0.0 0.0 0.0
0.0 0.1 -0.1
0.1 0.0 -0.1
0.0 0.1 0.0
0.1 0.1 0.0
0.0 0.0 0.0
-0.1 0.0 0.2
0.0 0.0 -0.1
0.0 0.0 0.2
0.0 0.1 0.0
0.0 0.0 0.0
0.1 -0.1 -0.1
0.0 0.0 -0.1
0.0 -0.1 -0.1
0.0 0.0 -0.1
0.0 0.0 0.0



2.
This record from the OMol25 dataset describes C32H26N7NaS3Si as an isolated structure at a distorted geometry. The level of theory is ωB97M-V/def2-TZVPD.

Values from the calculation:
* energy above the lowest of the compared OMol25 structures with the same formula, charge and spin: 0.0 kJ/mol
* total charge: -2

Each line ends with the Löwdin charge.
Atoms and positions in Å:
Na  0.26319  -0.28993  -2.31861  0.07
N  4.52557  -2.40646  -0.69743  0.13
C  4.29282  -2.44807  0.67913  -0.18
C  4.78226  -3.23615  1.71537  -0.04
C  4.37470  -2.95154  3.04384  -0.11
C  3.37818  -2.02383  3.25995  -0.11
C  2.74484  -1.36564  2.20992  -0.01
C  3.15670  -1.55914  0.90377  -0.17
N  2.72254  -1.06755  -0.35608  0.19
C  3.54749  -1.64226  -1.24000  -0.28
C  3.50404  -1.46403  -2.70422  -0.25
C  4.38926  -2.02239  -3.60347  -0.40
S  3.86943  -1.90348  -5.20201  1.04
C  2.43977  -1.14094  -4.62346  -0.45
N  2.33215  -0.94514  -3.33493  0.04
H  5.12493  -3.05316  -1.26330  0.17
H  5.45220  -4.05245  1.49818  0.09
H  4.70780  -3.57346  3.89973  0.10
H  3.03809  -1.78456  4.23210  0.09
H  1.90379  -0.71631  2.56812  0.13
H  5.27512  -2.53780  -3.33340  0.05
H  1.63175  -0.94825  -5.28217  0.03
S  -1.12883  -1.30522  -4.61388  0.45
C  -2.67052  -0.61176  -4.87305  -0.85
C  -3.30212  -0.86980  -6.17024  -0.35
N  -3.85946  -0.97425  -7.18953  0.08
C  -3.47872  0.13645  -3.96142  -0.88
S  -2.87306  0.88001  -2.57239  0.52
C  -4.81227  0.32588  -4.33426  -0.36
N  -5.90774  0.46239  -4.67907  0.11
N  -0.34519  2.26264  -4.55342  -0.09
N  0.42841  2.18573  -3.30515  -0.09
H  -1.09255  2.99416  -4.48430  0.07
H  -0.84802  1.36072  -4.60570  -0.02
H  0.66725  3.11811  -2.90944  0.07
H  1.29712  1.71473  -3.56026  0.03
C  -1.97607  -3.21080  2.69811  -0.15
C  -2.19794  -2.03394  3.33802  -0.11
C  -1.89259  -0.81596  2.71370  -0.13
C  -1.16631  -0.79417  1.53615  -0.32
C  -0.95012  -1.99778  0.87991  -0.10
C  -1.40899  -3.20538  1.44763  -0.09
Si  -0.89389  0.93165  0.64509  0.72
C  -2.62106  1.75991  0.90079  -0.34
C  -2.69145  3.16104  1.02854  -0.12
C  -3.92336  3.78101  1.36073  -0.12
C  -5.06531  3.03378  1.64926  -0.11
C  -4.97975  1.62751  1.41213  -0.11
C  -3.78724  1.03548  1.12233  -0.16
C  0.26190  1.80610  1.89651  -0.32
C  1.64323  1.78522  1.69942  -0.16
C  2.54943  2.38941  2.58111  -0.13
C  2.07884  2.95931  3.74340  -0.15
C  0.69913  2.94291  4.02017  -0.11
C  -0.19996  2.45526  3.06142  -0.11
H  -2.39206  -4.10751  3.00487  0.07
H  -2.75400  -1.97032  4.27685  0.09
H  -2.31339  0.13740  3.12969  0.11
H  -0.35426  -1.95398  -0.00979  0.06
H  -1.24249  -4.15365  0.95154  0.09
H  -1.77111  3.73695  1.00195  0.09
H  -3.97962  4.86567  1.35158  0.08
H  -6.00798  3.50268  1.96124  0.08
H  -5.87523  0.97990  1.45069  0.10
H  -3.80239  -0.03113  1.01470  0.10
H  2.01272  1.20231  0.82999  0.07
H  3.64951  2.28519  2.43684  0.10
H  2.73431  3.53745  4.40491  0.08
H  0.34260  3.35708  4.97062  0.09
H  -1.25600  2.45411  3.25100  0.08

Cartesian forces, eV/Å:
-1.1 0.6 0.3
0.9 -1.6 0.1
-1.6 0.5 0.6
0.3 0.4 0.6
0.3 -1.2 -0.7
0.1 0.3 -1.2
-1.3 1.0 1.2
1.6 -0.8 -1.6
1.3 -1.2 -0.4
-1.2 1.8 0.5
-1.2 -0.3 -1.3
-0.4 0.5 1.5
-0.5 0.2 0.1
-0.2 0.1 0.9
2.1 -1.0 -0.2
-1.0 1.0 1.2
0.3 -0.1 0.1
0.1 0.5 -0.8
-0.2 0.0 0.9
0.8 -0.5 -1.2
0.7 -0.2 0.0
-0.8 0.5 -0.6
1.2 -0.1 0.2
-2.6 0.6 -0.2
-0.3 0.1 0.0
0.8 -0.1 0.9
2.8 -1.1 -1.4
0.1 0.0 0.9
-1.6 0.3 -0.6
0.1 0.0 0.2
-0.3 0.6 -0.3
-0.1 0.1 0.3
1.0 -1.1 0.5
0.1 0.6 0.3
-0.4 -1.0 -0.7
0.0 0.6 -0.1
0.2 0.4 -1.2
-0.9 2.1 0.8
-0.3 -0.1 1.1
-0.7 1.2 -0.5
0.1 -0.7 1.2
1.3 0.6 -1.0
0.4 -0.7 -1.5
1.2 0.7 1.2
-1.2 -0.6 0.4
0.5 -0.2 0.0
0.3 -1.0 -0.9
-1.5 1.2 0.8
0.0 -0.1 -0.7
-0.3 0.6 0.8
0.5 -0.5 -0.5
0.6 -0.8 -0.3
-0.6 0.8 0.6
-0.1 0.3 -0.5
1.2 -0.5 0.5
-0.5 -1.7 1.1
0.1 -0.3 -0.1
0.7 -1.0 -0.2
0.0 -0.3 -0.6
-0.1 0.0 -0.2
-0.2 0.2 -0.4
0.1 0.0 0.3
0.4 -0.2 -0.3
0.4 0.5 0.3
0.2 -0.4 -0.2
-0.2 0.6 0.5
-0.9 0.3 -0.1
-0.1 -0.5 -0.1
0.0 -0.1 -0.4
-0.4 0.2 0.2



In the order shown, the computed gap between HOMO and LUMO values come out to 9.51; 3.18 eV.
In the order shown, the computed calculated total energy values come out to -1519.5126; -3264.6577 hartree.